(1)
Here is one molecule with the formula C2H5FN2S from the Open Molecules 2025 dataset. Energies are from ωB97M-V with the def2-TZVPD basis set.

Values from the calculation:
Energy relative to the best compared isomer or geometry (same formula, charge and spin)   158.04 kJ/mol
HOMO level   -8.92 eV
Lowest unoccupied orbital energy   0.01316 Ha
Charge   0

Each line ends with the Mulliken charge.
Geometry (Å):
C 0.002 0.260 -0.127  0.530
C -1.356 -0.658 0.131  -0.262
H 2.532 1.283 -0.189  0.167
H 1.023 -1.497 -0.596  0.291
H -1.028 1.697 0.293  0.254
H -1.182 -1.572 -0.591  0.267
H -1.199 -0.707 1.335  0.259
N 1.048 -0.518 -0.108  -0.325
N -0.016 1.563 -0.077  -0.741
F -2.548 0.130 -0.101  -0.286
S 2.724 0.021 0.031  -0.153

***

(2)
Here is an isolated ion of composition CH7N4S2 and charge +1 from the Open Molecules 2025 dataset. Energies are from ωB97M-V with the def2-TZVPD basis set.

Values from the calculation:
Energy relative to the best compared isomer or geometry (same formula, charge and spin)   12.19 kJ/mol
HOMO level   -13.71 eV
Lowest unoccupied orbital energy   -0.16884 Ha
Charge   +1

Each line ends with the Mulliken charge.
Geometry (Å):
C -0.995 -0.033 0.046  0.698
N -0.089 0.247 0.927  -0.533
N -2.214 0.329 0.490  -0.393
N -0.874 -0.540 -1.187  -0.330
N 1.489 0.138 0.762  -0.163
S 1.975 -1.577 0.446  0.016
S 2.175 1.226 -0.534  0.043
H -2.277 0.695 1.427  0.236
H -3.059 0.010 0.048  0.195
H -0.012 -0.924 -1.529  0.197
H -1.709 -0.731 -1.716  0.217
H 1.780 0.441 1.696  0.379
H 3.269 -1.293 0.200  0.211
H 1.528 2.328 -0.135  0.225

***

(3)
Here is one molecule with the formula C17H21ClN2O5 from the Open Molecules 2025 dataset. Energies are from ωB97M-V with the def2-TZVPD basis set.

Values from the calculation:
Energy relative to the best compared isomer or geometry (same formula, charge and spin)   8.78 kJ/mol
HOMO level   -9.07 eV
Lowest unoccupied orbital energy   0.02431 Ha
Charge   0

Each line ends with the Mulliken charge.
Geometry (Å):
C -2.031 -3.120 -2.176  -0.970
C -1.385 -3.951 -1.077  -0.280
H -0.917 -4.848 -1.488  0.335
H -2.131 -4.229 -0.325  0.322
O -0.322 -3.245 -0.438  -0.432
C -0.683 -2.403 0.553  0.638
O -1.821 -2.238 0.932  -0.693
N 0.395 -1.786 1.085  0.293
C 0.229 -0.771 2.099  -1.381
H -0.842 -0.593 2.215  0.520
H 0.628 -1.124 3.056  0.313
C 0.927 0.518 1.669  0.441
N 2.315 0.249 1.333  0.224
C 3.180 1.158 0.827  0.911
O 4.347 0.903 0.617  -0.694
C 2.666 2.589 0.636  -0.805
H 3.513 3.173 0.258  0.344
H 2.336 3.007 1.591  0.317
O 1.565 2.760 -0.255  -0.225
C 1.414 1.912 -1.276  0.659
O 2.104 0.950 -1.477  -0.593
C 0.195 2.295 -2.098  -1.144
C -1.022 2.116 -1.228  0.310
C -1.642 3.208 -0.637  -0.499
C -2.718 3.034 0.215  -0.729
C -3.169 1.753 0.489  0.169
C -2.564 0.648 -0.090  -0.513
C -1.494 0.838 -0.946  0.136
H -1.013 -0.019 -1.395  0.382
H -2.906 -0.346 0.150  0.535
Cl -4.497 1.529 1.571  -0.229
H -3.200 3.885 0.669  0.434
H -1.282 4.205 -0.841  0.391
H 0.157 1.645 -2.972  0.361
H 0.290 3.334 -2.410  0.422
C 2.720 -1.143 1.346  -1.307
H 2.785 -1.509 2.375  0.261
C 1.728 -1.964 0.535  -0.386
H 1.749 -1.625 -0.508  0.351
H 1.997 -3.024 0.557  0.492
H 3.711 -1.191 0.893  0.467
H 0.875 1.249 2.485  0.314
H 0.385 0.927 0.811  -0.325
H -2.773 -3.719 -2.696  0.420
H -1.279 -2.789 -2.889  0.278
H -2.522 -2.250 -1.746  0.165